56
Properties=species:S:1:pos:R:3:forces:R:3:nbo_charge:R:1 method="wB97M-V/def2-TZVPD" max_force_ha_per_bohr=0.009 orbital_gap_ev="2.65 / 2.73" lumo_energy_ev="-11.9 / -11.7" charge=+3 multiplicity=2 e_above_lowest_kcal_mol=0.0
Tc 0.3592 3.5958 -1.2592 -0.1 0.0 -0.1 1.400
C 0.3319 -9.4113 2.9535 0.1 -0.1 0.0 -0.269
O -0.7176 -8.4400 2.7992 -0.1 -0.1 0.0 -0.410
C -0.4622 -7.2312 2.3801 0.0 0.2 -0.1 0.442
C 0.8295 -6.7577 2.0455 0.0 -0.1 0.0 -0.296
C 0.9806 -5.4702 1.6154 0.0 0.1 0.0 -0.123
C -0.1291 -4.6021 1.4977 0.0 0.0 0.0 -0.091
C -1.4194 -5.0916 1.8381 0.1 0.1 0.0 -0.117
C -1.5830 -6.3700 2.2678 0.0 -0.1 0.0 -0.246
C -0.0096 -3.2640 1.0529 0.0 -0.1 0.0 0.425
N -1.0391 -2.4113 0.9160 -0.1 0.1 0.0 -0.428
C -0.5217 -1.2706 0.4782 0.0 -0.1 0.0 0.158
C 0.8921 -1.3730 0.3232 0.0 0.1 0.0 0.235
N 1.1766 -2.6447 0.6941 0.1 -0.1 0.0 -0.522
C 1.6809 -0.3013 -0.1392 -0.1 -0.1 0.1 -0.117
C 3.0775 -0.2898 -0.3405 0.0 0.1 0.0 -0.018
C 3.6931 0.8487 -0.8126 0.0 -0.1 0.0 -0.257
C 2.9327 1.9835 -1.0866 0.0 0.1 0.0 0.155
N 1.6084 2.0139 -0.9137 -0.1 0.2 0.1 -0.449
C 0.9805 0.8892 -0.4478 -0.1 0.0 0.0 0.169
C -0.4016 1.0105 -0.2945 0.1 0.0 0.0 0.098
N -0.9280 2.2348 -0.6188 0.1 0.1 0.0 -0.410
C -2.2652 2.4054 -0.5112 -0.1 0.0 -0.1 0.108
C -3.1011 1.4042 -0.0689 0.0 0.0 0.0 -0.249
C -2.5742 0.1613 0.2784 0.1 0.0 0.0 -0.009
C -1.2013 -0.0497 0.1669 0.0 0.0 0.0 -0.027
H -0.1594 -10.3114 3.3037 0.0 0.0 0.0 0.238
H 1.0555 -9.0713 3.6937 0.0 0.0 0.0 0.201
H 0.8146 -9.6007 1.9953 0.0 0.0 0.0 0.201
H 1.6883 -7.4069 2.1288 0.0 0.0 0.0 0.252
H 1.9798 -5.1342 1.3655 0.0 0.0 0.0 0.207
H -2.2691 -4.4304 1.7494 0.0 0.0 0.0 0.248
H -2.5539 -6.7653 2.5324 0.0 0.0 0.0 0.261
H 2.0858 -3.0777 0.7132 0.0 0.0 0.0 0.441
H 3.6744 -1.1677 -0.1267 0.0 0.0 0.0 0.250
H 4.7607 0.8798 -0.9758 0.0 0.0 0.0 0.277
H 3.3982 2.8879 -1.4590 0.0 0.0 0.0 0.239
H -2.6493 3.3781 -0.7899 0.0 0.0 0.0 0.236
H -4.1615 1.5987 0.0016 0.0 0.0 0.0 0.274
H -3.2133 -0.6398 0.6283 0.0 0.0 0.0 0.271
N 0.2960 3.3323 -3.0622 0.1 0.1 0.1 -0.645
C 0.2470 3.0009 -4.2410 -0.1 -0.2 0.0 0.736
N 0.2905 2.6412 -5.3688 0.0 0.2 0.0 -0.394
C -0.2100 2.4743 -6.5744 0.0 -0.1 0.0 0.359
N -0.6209 2.3081 -7.6364 0.0 0.0 0.0 -0.145
C -1.0840 8.7546 -0.8711 0.0 0.1 0.0 -0.444
N -0.8334 7.3221 -1.0478 0.0 -0.1 0.0 -0.540
C -0.3228 6.5393 -0.1179 0.1 0.2 0.0 0.807
N 0.0060 7.0145 1.0734 0.0 -0.1 0.0 -0.756
O -0.1413 5.2744 -0.3552 0.1 -0.5 -0.1 -0.752
H -1.5079 9.1426 -1.7913 0.0 0.0 0.0 0.261
H -0.1535 9.2865 -0.6716 0.0 0.0 0.0 0.230
H -1.8001 8.9248 -0.0669 0.0 0.0 0.0 0.230
H -1.0562 6.8967 -1.9333 0.0 0.0 0.0 0.427
H -0.1264 7.9840 1.3143 0.0 0.0 0.0 0.441
H 0.3762 6.3960 1.7757 0.0 0.0 0.0 0.437

***

78
Properties=species:S:1:pos:R:3:forces:R:3:lowdin_charge:R:1 method="wB97M-V/def2-TZVPD" max_force_ha_per_bohr=0.008 orbital_gap_ev=7.42 lumo_energy_ev=-5.5 charge=+2 e_above_lowest_kcal_mol=0.0
Au 0.9648 -0.4853 -1.2232 0.0 -0.4 0.0 0.493
C -3.9873 -2.8402 -0.1561 0.0 0.0 0.0 -0.328
Sb -2.1399 -1.8495 -0.5895 0.0 0.1 0.0 1.300
C -1.3484 -3.5126 -1.6872 0.0 0.0 0.0 -0.345
C -2.8423 -0.6519 -2.2775 0.0 0.0 0.0 -0.331
C -3.6700 0.5052 -1.8017 -0.1 0.0 0.0 -0.285
C -4.9745 0.2420 -1.3654 0.0 0.0 0.0 -0.044
C -5.8197 1.2338 -0.9059 0.0 0.0 0.0 -0.046
C -5.3873 2.5536 -0.8858 0.0 0.0 0.0 -0.057
C -4.1156 2.8416 -1.3391 0.0 0.0 0.1 -0.067
C -3.2454 1.8402 -1.7875 0.0 0.1 -0.1 -0.299
C -1.8981 2.3075 -2.2729 0.0 0.1 0.1 -0.234
Sb -0.7149 2.8043 -0.5534 -0.3 0.2 -0.1 1.366
C -0.8513 4.8964 -0.3937 0.0 0.0 0.1 -0.240
C -1.5486 2.0322 1.2079 0.1 -0.1 0.0 -0.212
H -4.6683 -2.1864 0.3834 0.0 0.0 0.0 -0.001
H -3.7615 -3.6973 0.4778 0.0 0.0 0.0 0.009
H -4.4573 -3.1935 -1.0733 0.0 0.0 0.0 0.020
H -1.9192 -3.6798 -2.6010 0.0 0.0 0.0 0.016
H -1.4454 -4.3980 -1.0595 0.0 0.0 0.0 0.011
H -0.2931 -3.3777 -1.9200 0.0 0.0 0.0 -0.025
H -3.4421 -1.3030 -2.9151 0.0 0.0 0.0 0.079
H -1.9693 -0.3397 -2.8486 0.0 0.0 0.0 0.006
H -5.3386 -0.7760 -1.4169 0.0 0.0 0.0 0.106
H -6.8223 0.9824 -0.5873 0.0 0.0 0.0 0.118
H -6.0426 3.3466 -0.5530 0.0 0.0 0.0 0.116
H -3.7917 3.8779 -1.3767 0.0 0.0 0.0 0.109
H -1.9971 3.2886 -2.7398 0.0 0.0 -0.1 0.077
H -1.3580 1.6525 -2.9514 0.0 -0.1 0.1 0.049
H -1.9010 5.1658 -0.2830 0.0 0.0 0.0 0.026
H -0.4420 5.3543 -1.2918 0.0 0.0 0.0 0.035
H -0.2965 5.2329 0.4801 0.0 0.0 0.0 0.026
H -2.3015 2.7560 1.5167 0.0 0.0 0.0 0.040
H -0.7785 1.9297 1.9704 0.0 0.0 0.0 0.025
H -2.0159 1.0758 0.9835 0.0 0.0 0.0 -0.011
S 1.5866 2.3513 -0.8514 0.2 0.1 0.1 0.558
C 2.1592 2.3098 0.8534 0.1 0.0 -0.1 -0.637
C 2.5246 3.5414 1.3949 0.0 0.0 0.0 -0.115
C 3.1063 3.6126 2.6502 0.0 0.0 0.0 -0.041
C 3.3374 2.4471 3.3635 0.0 0.0 0.0 -0.033
C 2.9702 1.2235 2.8254 0.0 0.0 0.0 -0.081
C 2.3744 1.1254 1.5697 -0.1 0.0 0.0 -0.382
As 1.8488 -0.6696 0.9984 0.1 0.2 0.0 1.211
C 0.9817 -1.3373 2.5841 0.0 0.0 0.0 -0.376
C 1.7447 -1.9537 3.5734 0.0 0.0 0.0 -0.108
C 1.1451 -2.3441 4.7616 0.0 0.0 0.0 -0.051
C -0.2090 -2.1191 4.9670 0.0 0.0 0.0 -0.052
C -0.9691 -1.5076 3.9801 0.0 0.0 0.0 -0.062
C -0.3753 -1.1177 2.7888 0.0 0.0 0.0 -0.145
C 3.5108 -1.6345 0.9166 0.0 0.1 -0.1 -0.407
C 4.7158 -0.9649 0.7420 0.0 0.0 0.0 -0.099
C 5.8908 -1.6929 0.6080 0.0 0.0 0.0 -0.060
C 5.8575 -3.0788 0.6423 0.0 0.0 0.0 -0.055
C 4.6498 -3.7453 0.8080 0.0 0.0 0.0 -0.058
C 3.4726 -3.0263 0.9406 0.0 0.0 0.0 -0.120
H 2.3751 4.4429 0.8148 0.0 0.0 0.0 0.104
H 3.3909 4.5728 3.0583 0.0 0.0 0.0 0.122
H 3.8043 2.4866 4.3384 0.0 0.0 0.0 0.123
H 3.1489 0.3244 3.4017 0.0 0.0 0.0 0.107
H 2.7998 -2.1438 3.4213 0.0 0.0 0.0 0.104
H 1.7381 -2.8270 5.5266 0.0 0.0 0.0 0.118
H -0.6727 -2.4259 5.8948 0.0 0.0 0.0 0.117
H -2.0271 -1.3409 4.1354 0.0 0.0 0.0 0.113
H -0.9738 -0.6674 2.0110 0.0 0.0 0.0 0.008
H 4.7517 0.1177 0.7229 0.0 0.0 0.0 0.102
H 6.8320 -1.1751 0.4816 0.0 0.0 0.0 0.114
H 6.7748 -3.6432 0.5420 0.0 0.0 0.0 0.116
H 4.6253 -4.8263 0.8360 0.0 0.0 0.0 0.116
H 2.5342 -3.5528 1.0744 0.0 0.0 0.0 0.110
N 1.2271 0.0456 -5.3939 0.0 0.0 0.0 0.094
C 0.3870 -1.0393 -5.4448 0.0 0.0 0.0 -0.038
C 0.1022 -1.3480 -4.1549 0.0 0.0 0.0 -0.127
N 0.7596 -0.4598 -3.3255 -0.1 0.0 0.0 -0.120
C 1.4326 0.3647 -4.1100 0.0 0.0 0.0 -0.179
H 1.6421 0.5120 -6.1850 0.0 0.0 0.0 0.174
H 0.0785 -1.4876 -6.3720 0.0 0.0 0.0 0.133
H -0.5092 -2.1426 -3.7690 0.0 0.0 0.0 0.083
H 2.0759 1.1648 -3.7844 0.0 0.0 0.0 0.121

***

11
Properties=species:S:1:pos:R:3:forces:R:3:nbo_charge:R:1 method="wB97M-V/def2-TZVPD" max_force_ha_per_bohr=0.185 orbital_gap_ev=9.72 lumo_energy_ev=-0.7 smiles=N#Cc1cnccn1 e_above_lowest_kcal_mol=40.5
C -0.1150 -2.1100 1.1851 0.2 -3.6 7.1 0.253
C 0.0658 -0.8494 0.3629 -3.3 -1.5 1.6 0.025
C 1.1369 -0.4613 -0.3548 2.6 0.9 -1.9 0.003
C -0.0391 1.5569 -0.8462 4.3 0.5 0.1 0.001
C -1.1663 0.9979 -0.2175 2.0 0.8 -0.7 0.009
H 2.1485 -1.0419 -0.5560 -2.5 1.1 0.7 0.239
H 0.3010 2.6785 -1.0868 -1.9 -2.5 0.2 0.241
H -2.0910 1.4093 -0.1613 -2.5 1.9 -0.2 0.203
N -0.2262 -2.8574 2.1862 0.8 5.3 -7.9 -0.271
N 1.0997 0.7913 -0.9209 -1.5 0.2 0.5 -0.376
N -1.1141 -0.1139 0.4094 1.9 -2.9 0.5 -0.327

***

13
Properties=species:S:1:pos:R:3:forces:R:3:nbo_charge:R:1 method="wB97M-V/def2-TZVPD" max_force_ha_per_bohr=0.080 orbital_gap_ev=10.11 lumo_energy_ev=-3.9 charge=+1 smiles="[NH3+][C@@]1(Br)N=CCS1" e_above_lowest_kcal_mol=30.7
C 0.6842 -0.6177 -1.3136 2.0 -1.2 0.6 0.173
C 1.2744 -1.3729 -0.1122 -0.8 0.1 0.5 -0.580
C -0.8543 0.1023 0.1513 -0.8 0.3 -0.6 0.001
N -0.2597 0.1934 -1.2583 -2.0 0.3 2.7 -0.412
N -0.7018 1.4466 0.7942 -2.2 3.2 -1.4 -0.753
S 0.0041 -1.0111 1.2504 0.6 -1.1 -1.2 0.265
Br -2.8249 -0.0713 0.0986 0.7 -0.3 -0.3 0.116
H 1.1778 -0.7719 -2.2517 0.3 0.1 -0.6 0.232
H 1.3323 -2.4989 -0.3473 0.4 1.9 0.7 0.289
H 2.1904 -0.8255 0.2956 -0.8 -1.4 -1.1 0.279
H -0.8577 2.1701 0.0026 0.4 -1.1 1.4 0.466
H 0.2351 1.5049 1.1282 1.1 0.4 0.5 0.445
H -1.4000 1.7519 1.5622 1.2 -1.2 -1.3 0.479

***

Total energy
In order: -44890.3832; -126245.4388; -9701.0630; -87058.1510
Unit: eV